The following is a quantum chemistry calculation of a molecular structure, C31H32BrN6S3SeSr, from OMol25.

Summary:
Energy above the lowest of the compared OMol25 structures with the same formula, charge and spin: 71.0 kJ/mol
Molar mass: 831.324 g mol⁻¹
Net charge: -1
Highest occupied orbital energy: -4.5365 eV
Frontier orbital gap: 0.234 Ha

The geometry in XYZ format:
```
75
C31H32BrN6S3SeSr (ωB97M-V/def2-TZVPD)
H 4.41259 -1.47244 -0.75840
C -0.45942 5.66842 1.17413
H -2.04559 1.28897 2.49895
C 3.38017 -3.28384 -0.17703
H 0.11880 -3.30711 0.70820
N -0.20588 1.21576 -7.28485
H -2.72924 2.66666 -3.19859
H -0.95719 7.67422 0.60847
H -2.34723 7.37784 2.65850
C -3.16752 6.80274 2.25330
C -2.11092 4.10227 0.11131
N 2.16436 -2.31477 -6.56669
H -5.58799 4.59465 -1.44413
C -4.96571 3.80257 -1.86881
H -3.26039 4.98980 -2.43210
C -2.95533 5.73867 1.39033
C 0.03018 1.76322 2.76412
C -0.16429 6.95022 0.40051
H -4.59896 5.07680 -3.54944
H 0.50660 -1.99160 3.49202
H 0.75907 7.38054 0.80024
C 1.46567 -0.07622 3.33162
H -1.72857 -1.12360 2.97583
S -0.82498 0.76703 -3.69369
H 2.14473 1.94101 3.06270
C 0.23141 -0.51119 -4.24550
H 2.45458 -0.46359 3.54397
H 0.22881 4.86581 0.90859
C -4.48238 7.09525 2.58209
H -6.15797 4.70612 0.81986
H 2.13642 6.59283 -1.12901
H 1.30891 5.02598 -1.08821
H -4.94936 2.56967 -0.07476
C -4.01939 4.99333 0.87412
S -2.56453 -4.19160 1.76966
N -2.29500 -1.84698 0.25642
C -5.33343 5.28581 1.20835
N -3.46729 4.00736 0.07614
C -0.02421 6.73959 -1.10487
C 2.15962 -3.80256 0.23881
H -2.74149 3.74902 -4.56128
H 1.35859 5.94627 -2.57516
H -0.10356 2.80990 2.52384
H -0.07857 7.71203 -1.60113
H -4.12231 2.69510 -4.27888
C -5.54329 6.35119 2.07113
Br 2.38726 0.70154 -0.58497
C -4.24271 3.07944 -0.73459
C -1.06186 0.90562 2.74151
Sr -0.79132 -0.54273 -1.20304
C 0.13456 0.43636 -6.50539
H 2.02518 -4.85765 0.42578
C -3.37340 3.31802 -3.78617
C -4.02913 4.38347 -2.92466
S 0.84920 -1.73263 -3.16691
C 1.26953 6.03684 -1.49341
H -5.65088 3.08724 -2.33251
C 2.35622 -1.16300 -0.23009
C 1.08866 -2.94107 0.39119
N 1.18812 -1.63041 0.15335
Se -0.89052 2.99416 -0.69178
H -0.38769 5.83094 2.25296
N -1.79675 5.16959 0.89881
H -3.53760 2.33745 -1.10736
C -2.43607 -2.82834 0.88068
C 0.59606 -0.53138 -5.58011
H 4.23182 -3.93374 -0.32810
H -0.87911 6.16468 -1.47449
C 1.47014 -1.51290 -6.11286
C -0.88886 -0.44324 3.01186
H -4.68793 7.91754 3.25408
C 3.49654 -1.92655 -0.41443
C 0.37628 -0.93342 3.30348
H -6.55507 6.60740 2.35545
C 1.29228 1.27377 3.06180
```

Löwdin atomic charge list, values in e, 4 entries:
1 H 0.106
2 C -0.163
3 H 0.101
4 C -0.049